26
Properties=species:S:1:pos:R:3 method="wB97M-V/def2-TZVPD" smiles=CCc1ccccc1.CC de_lowest_kcal_mol=17.75 gap_ev=10.007 molar_mass_g_mol=136.238
C -1.47716 1.56849 0.70130
C -0.57019 0.38470 1.06513
C 0.86322 0.66394 0.71907
C 1.79312 0.70515 1.76017
C 3.15509 0.76490 1.49108
C 3.60339 0.84515 0.18764
C 2.67394 0.94364 -0.84483
C 1.32515 0.83788 -0.58314
H -1.43615 1.81026 -0.35645
H -1.29780 2.40581 1.37307
H -2.52187 1.32294 0.88751
H -0.70496 0.19092 2.13014
H -0.93517 -0.52862 0.62124
H 1.40117 0.77748 2.76594
H 3.82811 0.78824 2.33574
H 4.66259 0.91403 -0.01650
H 3.12836 1.17272 -1.80104
H 0.62404 0.89620 -1.40595
C -1.60231 -1.71455 -1.39896
C -2.94549 -2.43957 -1.34487
H -0.99290 -1.60823 -0.51457
H -0.91778 -2.11455 -2.15745
H -1.74965 -0.71489 -1.82252
H -3.04004 -2.91625 -0.36302
H -3.09878 -3.22542 -2.07806
H -3.76793 -1.73037 -1.35067



81
Properties=species:S:1:pos:R:3 method="wB97M-V/def2-TZVPD" de_lowest_kcal_mol=0.00 gap_ev=8.562 molar_mass_g_mol=484.506
Li 33.90009 -4.04094 -15.53998
C 31.01923 -2.78900 -16.84593
C 31.71428 -2.04434 -15.70283
O 32.37865 -2.89448 -14.83169
H 30.43566 -2.10012 -17.46780
H 30.31743 -3.51723 -16.43159
H 31.65645 -3.36435 -17.52339
H 30.95225 -1.38324 -15.26148
H 32.41975 -1.32124 -16.15775
C 26.04076 -0.40049 -16.83694
C 27.31543 -1.23336 -16.81301
C 27.30428 -2.20506 -15.65634
O 27.40958 -1.99806 -18.02472
H 26.03809 0.28097 -17.69060
H 26.05766 0.24085 -15.94507
H 25.09945 -0.92864 -16.68412
H 28.15659 -0.53548 -16.74640
H 26.50813 -2.94065 -15.76951
H 27.18932 -1.75674 -14.66803
H 28.27236 -2.71070 -15.60993
H 27.13813 -1.45899 -18.77265
C 28.16058 -5.33806 -17.31738
C 29.19891 -5.23245 -18.43942
O 28.94020 -6.12150 -19.48524
O 26.92079 -4.82329 -17.77221
H 28.50097 -4.78967 -16.43658
H 28.03489 -6.36857 -16.99172
H 30.18162 -5.40422 -18.00114
H 29.19682 -4.18809 -18.76598
H 28.05313 -6.04201 -19.84054
H 27.03730 -3.86352 -17.90812
C 29.39455 0.58413 -13.98674
C 30.42429 1.51089 -14.57007
O 30.96573 2.38058 -13.55601
O 28.24922 1.25308 -13.47930
H 29.85184 0.05168 -13.13922
H 29.13824 -0.22567 -14.67032
H 30.09396 2.08579 -15.43910
H 31.27651 0.95893 -14.98325
H 30.87538 3.27764 -13.88415
H 28.56100 1.79211 -12.74461
C 34.89721 -3.14940 -17.83054
C 34.48038 -4.55937 -18.20600
O 33.67603 -5.18170 -17.18464
O 35.39021 -3.08333 -16.48642
H 34.09008 -2.42380 -17.97077
H 35.71603 -2.88778 -18.50681
H 35.36860 -5.18971 -18.30827
H 33.95342 -4.53411 -19.16061
H 33.26825 -5.97951 -17.52900
H 36.03212 -2.37162 -16.43279
C 33.00689 -0.28365 -12.22336
C 34.29426 -1.04714 -12.47341
O 34.52168 -1.25256 -13.87220
O 33.28506 1.09803 -12.45076
H 32.71033 -0.46416 -11.18428
H 32.24800 -0.60170 -12.94003
H 34.31992 -2.06145 -12.05684
H 35.13709 -0.51563 -12.03293
H 33.81929 -1.83175 -14.22442
H 32.42807 1.53359 -12.57426
C 30.06417 -4.81723 -13.12290
C 29.75535 -3.32467 -12.92923
O 30.89980 -2.51898 -12.77751
O 30.61771 -5.02509 -14.42439
H 29.15028 -5.39230 -13.00351
H 30.87602 -5.08012 -12.43827
H 29.17171 -3.21381 -12.01038
H 29.11284 -2.98249 -13.74784
H 31.54793 -2.71448 -13.49225
H 31.32552 -4.35590 -14.47936
C 29.68813 0.61390 -19.00595
C 30.48217 0.32370 -20.26538
O 31.25741 -0.89274 -20.13106
O 30.54257 0.79403 -17.89879
H 28.96669 -0.19968 -18.86119
H 29.07246 1.49836 -19.17988
H 31.18918 1.13248 -20.45467
H 29.79264 0.14674 -21.09596
H 32.15040 -0.64931 -20.38002
H 31.05969 -0.02359 -17.84226



65
Properties=species:S:1:pos:R:3 method="wB97M-V/def2-TZVPD" multiplicity=2 de_lowest_kcal_mol=2.98 gap_ev="6.812 / 6.012" charge=+1 molar_mass_g_mol=623.900
Ru -0.12567 -0.46114 0.03450
C -3.71756 -1.13268 -1.28598
C -4.00280 0.34055 -1.02295
S -2.52313 1.26669 -0.54424
C -1.92264 1.89960 -2.12319
C -1.39649 0.87225 -3.11447
S 0.00438 -0.08216 -2.45165
C -0.37981 -1.73954 -3.09935
C 0.46999 -2.80156 -2.42282
S 0.36092 -2.81789 -0.60870
C -1.00244 -3.93688 -0.22223
C -2.38919 -3.44451 -0.58730
S -2.66377 -1.76683 0.04454
H -3.21544 -1.28306 -2.24067
H -4.64751 -1.70228 -1.29211
H -4.68106 0.43756 -0.17492
H -4.48415 0.80374 -1.88493
H -1.13854 2.60529 -1.84307
H -2.72679 2.46957 -2.59058
H -1.03631 1.38867 -4.00420
H -2.17817 0.17980 -3.42600
H -0.18096 -1.74279 -4.17173
H -1.44074 -1.92601 -2.94075
H 1.53116 -2.63844 -2.62931
H 0.20648 -3.79261 -2.79432
H -0.91450 -4.08745 0.85508
H -0.78830 -4.89013 -0.70656
H -3.13551 -4.11124 -0.15524
H -2.53192 -3.43781 -1.66844
C 4.69575 -1.88934 -2.39464
C 3.95113 -0.73306 -2.58764
C 3.03455 -0.33240 -1.62813
C 2.87356 -1.09345 -0.47796
C 3.63560 -2.23453 -0.26014
C 4.54123 -2.63133 -1.23036
N 1.89413 -0.69049 0.47893
N 2.21060 -0.92813 1.66856
C 1.15979 -0.89928 2.55364
C 1.42317 -1.02301 3.92317
C 0.36216 -1.00770 4.79790
C -0.93558 -0.87467 4.29473
C -1.18429 -0.75149 2.93569
C -0.13383 -0.77084 2.02125
H 5.40641 -2.20687 -3.14586
H 4.09414 -0.13521 -3.47756
H 2.46502 0.57703 -1.74917
H 3.50171 -2.80347 0.64971
H 5.12928 -3.52616 -1.07596
H 2.44702 -1.12063 4.25893
H 0.52619 -1.08736 5.86331
H -1.76880 -0.85854 4.98670
H -2.20406 -0.61616 2.59832
C 0.04462 1.39899 0.70062
C 0.12358 2.53363 1.12335
C 0.21319 3.87489 1.62367
C -0.94920 4.58459 1.93427
C -0.86690 5.87560 2.42869
C 0.37154 6.47251 2.62057
C 1.52997 5.77159 2.31515
C 1.45562 4.48069 1.81853
H -1.91214 4.11332 1.78349
H -1.77247 6.41777 2.66747
H 0.43372 7.48126 3.00646
H 2.49740 6.23198 2.46699
H 2.35665 3.93153 1.57890



77
Properties=species:S:1:pos:R:3 method="wB97M-V/def2-TZVPD" de_lowest_kcal_mol=34.37 gap_ev="5.538 / 5.213" charge=+4 molar_mass_g_mol=861.634
W -0.34251 0.03496 0.04470
C -2.59704 -2.73114 -0.23194
C -1.33145 -3.33386 -0.81819
S 0.24587 -2.56922 -0.28284
C 0.60395 -3.41463 1.30043
C -0.27054 -2.96346 2.44914
S -0.21409 -1.14707 2.47857
C -1.68820 -0.74014 3.46272
C -1.92182 0.75446 3.39455
S -1.72194 1.51331 1.73920
C -3.35161 1.24420 0.95469
C -3.73936 -0.19873 0.69312
S -2.59879 -0.93275 -0.54679
H -2.71969 -2.92756 0.83096
H -3.46007 -3.13780 -0.76221
H -1.31797 -3.25049 -1.90610
H -1.25924 -4.39299 -0.56761
H 1.65664 -3.20239 1.49443
H 0.50720 -4.48600 1.12019
H 0.13567 -3.31910 3.39768
H -1.30277 -3.29591 2.36200
H -1.48677 -1.03753 4.49316
H -2.52312 -1.33013 3.09198
H -1.19896 1.28891 4.01247
H -2.91692 1.01177 3.76084
H -3.28674 1.80540 0.02269
H -4.09780 1.73352 1.58291
H -4.72911 -0.21681 0.23354
H -3.77347 -0.81294 1.58910
N 1.49746 0.92311 1.15938
C 2.84927 0.63833 0.66328
C 3.93237 0.58158 1.52173
C 5.21063 0.44451 0.99110
C 5.40328 0.40949 -0.38306
C 4.31264 0.44931 -1.24018
C 3.02966 0.54044 -0.70596
P 1.58177 0.64422 -1.78734
C 1.99626 -0.39119 -3.21766
C 2.04407 -1.78026 -3.06180
C 2.52889 -2.58634 -4.07527
C 2.95569 -2.01826 -5.26968
C 2.92055 -0.64043 -5.42632
C 2.43900 0.17944 -4.41757
C 1.57229 2.36720 -2.32570
C 0.99676 2.75713 -3.54416
C 1.12529 4.06183 -3.98934
C 1.79317 5.00419 -3.21561
C 2.32480 4.63556 -1.98497
C 2.22062 3.32875 -1.54098
H 1.50895 0.74995 2.16199
H 1.33890 1.92876 1.05510
H 3.80446 0.66637 2.59574
H 6.06195 0.39616 1.65688
H 6.40142 0.35546 -0.79672
H 4.45395 0.42559 -2.31315
H 1.72350 -2.22808 -2.13931
H 2.57587 -3.65774 -3.93240
H 3.31930 -2.64697 -6.07146
H 3.28160 -0.18566 -6.33943
H 2.45304 1.24707 -4.56224
H 0.47013 2.03945 -4.15777
H 0.72178 4.33867 -4.95512
H 1.90902 6.01833 -3.57450
H 2.84903 5.36516 -1.38181
H 2.68674 3.05449 -0.60188
Cl -1.09275 4.03595 0.04070
C -1.64478 3.57053 -1.50816
C -2.28878 4.45300 -2.34018
C -2.72275 4.02137 -3.58838
C -2.47101 2.72905 -4.05869
C -1.82703 1.82900 -3.25252
Cl -1.34888 0.28699 -3.84140
C -1.43736 2.20525 -1.90202
N -0.91903 1.33244 -1.04410
H -2.46200 5.47342 -2.02392
H -3.24888 4.71606 -4.23190
H -2.77022 2.45307 -5.06155



15
Properties=species:S:1:pos:R:3 method="wB97M-V/def2-TZVPD" smiles="C=C/C(N)=C/C" de_lowest_kcal_mol=65.18 gap_ev=8.677 molar_mass_g_mol=83.134
C 0.91818 -0.95005 -1.98960
C 1.13549 -0.84338 -0.66243
C 0.17732 -0.19485 0.28629
N 0.25624 -0.60822 1.64918
C -0.75189 0.63071 -0.17831
C -1.50091 1.67862 0.57946
H 0.27257 -0.22846 -2.39264
H 1.32945 -1.86100 -2.57840
H 2.11531 -1.10453 -0.23766
H -0.51689 -0.07595 2.19095
H 1.22820 -0.53000 2.04718
H -1.02818 0.32011 -1.14338
H -2.55079 1.26450 0.58317
H -1.48638 2.64394 0.22352
H -1.02611 1.90267 1.55054



96
Properties=species:S:1:pos:R:3 method="wB97M-V/def2-TZVPD" de_lowest_kcal_mol=11.77 gap_ev="6.906 / 6.909" molar_mass_g_mol=954.990
Tc 0.32400 -0.42660 -0.00710
C 0.45650 2.82740 2.86970
C -0.13580 3.97000 2.35850
C -0.59420 3.92440 1.05980
C -0.49870 2.74580 0.31200
N 0.06750 1.63970 0.82740
C 0.53980 1.70830 2.06770
C -0.98560 2.73530 -1.06400
C -1.92650 3.66380 -1.51370
C -2.32310 3.70430 -2.83690
C -1.81910 2.76780 -3.72860
C -0.91480 1.82020 -3.28940
C -0.44950 1.79740 -1.96710
H 0.85840 2.79480 3.86870
H -0.21950 4.87220 2.94400
H -1.02000 4.80370 0.60490
H 1.03960 0.83700 2.45100
H -2.37620 4.35060 -0.81790
H -3.02910 4.44890 -3.17120
H -2.13530 2.76910 -4.76260
H -0.56840 1.06230 -3.96690
O -2.06710 -1.05160 3.62190
S -1.08980 -1.61130 2.71910
O -1.52290 -2.80770 2.03680
O -0.61510 -0.52810 1.83020
C 0.33750 -1.93590 3.75880
C 0.09620 -2.08990 5.11250
C 1.15730 -2.22880 5.99110
C 2.45980 -2.17490 5.51250
C 2.69770 -1.99670 4.15910
C 1.62820 -1.87950 3.28290
S 1.95650 -1.84920 1.52300
O 0.77800 -2.41710 0.89400
O 3.16970 -2.59620 1.36940
O 2.10650 -0.42990 1.11210
H -0.93110 -2.08580 5.43890
H 0.97280 -2.38010 7.04360
H 3.28950 -2.27880 6.19500
H 3.69860 -1.95710 3.75390
C -4.20990 -3.47640 -0.81140
N -2.88150 -3.09340 -1.25850
C -1.88270 -4.09780 -0.92980
C -2.52500 -1.76390 -1.16150
N -1.46190 -1.40670 -0.50830
N -3.36620 -0.88160 -1.75490
C -4.02170 -1.16630 -3.00940
C -3.37200 0.50050 -1.34990
H -4.18920 -3.74070 0.25250
H -4.54780 -4.34170 -1.38420
H -4.90690 -2.65710 -0.95480
H -2.22340 -5.04510 -1.34800
H -1.74450 -4.21450 0.15080
H -0.93180 -3.83550 -1.38840
H -1.19300 -2.17150 0.10840
H -3.85540 -2.20340 -3.28590
H -3.60910 -0.52560 -3.79710
H -5.09630 -0.97090 -2.93680
H -2.77010 0.60210 -0.44940
H -4.39940 0.81150 -1.14330
H -2.96110 1.14170 -2.12710
Cl 1.39440 -1.72530 -1.63290
C 0.52230 0.81330 -1.55020
Ge 2.30010 1.04770 -2.54310
C 3.12010 2.69950 -1.73680
C 4.50210 2.70990 -1.57570
C 5.16280 3.84120 -1.13200
C 4.44570 4.98830 -0.84320
C 3.06820 4.98730 -0.98120
C 2.40990 3.85290 -1.42660
C 1.81730 1.52530 -4.42270
C 1.85190 2.82640 -4.90210
C 1.39650 3.12010 -6.17700
C 0.89200 2.11410 -6.98130
C 0.85750 0.80920 -6.51430
C 1.32410 0.51640 -5.24690
C 3.80470 -0.25240 -2.60490
C 4.42360 -0.69460 -1.44300
C 5.47350 -1.59080 -1.50810
C 5.92310 -2.04810 -2.73580
C 5.32370 -1.59800 -3.89800
C 4.27140 -0.70240 -3.83170
H 5.06540 1.81760 -1.81140
H 6.23720 3.83450 -1.01720
H 4.95750 5.88350 -0.52140
H 2.50830 5.88210 -0.74840
H 1.33560 3.86530 -1.55060
H 2.23340 3.61300 -4.26560
H 1.42040 4.13790 -6.53830
H 0.52540 2.34400 -7.97080
H 0.44970 0.02630 -7.13750
H 1.28680 -0.49310 -4.85630
H 4.06830 -0.35160 -0.48140
H 5.93470 -1.94490 -0.59870
H 6.74060 -2.75220 -2.78620
H 5.67120 -1.95130 -4.85840
H 3.80410 -0.34400 -4.73770